The following is a quantum chemistry calculation of an isolated molecule of C5H9N at a distorted geometry, from OMol25.

Properties
molar mass = 83.13 g/mol
LUMO energy = 1.1928 eV
relative energy (zero: lowest compared OMol25 entry of this formula, charge and spin) = 3.799 eV
E_HOMO = -8.1 eV
SMILES string = C1CC1N1CC1
total energy = -6817.19592 eV

ORCA input file:
```
! RIJCOSX wB97M-V def2-TZVPD def2/J DEFGRID3
* xyz 0 1
C -1.55250 0.84052 -0.27851
C -1.67299 -0.58524 0.20368
C -0.55126 0.26829 0.67970
N 0.74036 -0.08344 0.28859
C 1.37979 -0.93619 -0.57835
C 1.96618 0.50676 0.12980
H -1.22771 0.98864 -1.30479
H -2.24652 1.58071 0.10304
H -2.44743 -0.84709 0.91512
H -1.42777 -1.36484 -0.51306
H -0.56694 0.61137 1.70810
H 1.37966 -1.99837 -0.24422
H 1.45278 -0.83434 -1.65850
H 1.97908 1.56049 -0.24968
H 2.79526 0.29275 0.79909
*
```

The following is a quantum chemistry calculation of a cluster of 2 separate species, C13H17FSe in total at a distorted geometry, from OMol25.

Properties
molar mass = 271.24 g/mol
LUMO energy = 0.7683 eV
relative energy (zero: lowest compared OMol25 entry of this formula, charge and spin) = 0.000 eV
E_HOMO = -7.3 eV
total energy = -81816.34920 eV

ORCA input file:
```
! RIJCOSX wB97M-V def2-TZVPD def2/J DEFGRID3
* xyz 0 1
C -3.26730 -2.15194 0.27771
C -3.39743 -1.22892 1.27845
C -2.88143 -1.77041 -0.96965
C -2.88328 0.08232 1.07601
C -2.61632 -0.43829 -1.22573
C -2.39063 0.45028 -0.15618
C 2.70637 -0.87231 -0.94638
C 2.31216 -1.13663 0.51312
C 2.98513 0.62526 -1.18795
C 1.04116 -0.42608 0.78803
C 1.74962 1.47334 -0.77887
C 1.33237 1.11393 0.54054
C -0.36893 2.59378 0.89983
F 2.13972 1.62827 1.46900
Se -1.53459 2.29384 -0.54155
H -3.65598 -3.20904 0.51952
H -3.89066 -1.52020 2.27936
H -2.94468 -2.46628 -1.78296
H -3.02876 0.76966 1.79994
H -2.35367 -0.13017 -2.24443
H 3.48051 -1.58196 -1.36988
H 1.88278 -1.30126 -1.50710
H 2.23534 -2.12990 0.61870
H 3.03688 -0.65880 1.07283
H 3.83761 0.92488 -0.63599
H 3.14512 0.69183 -2.23975
H 0.18727 -0.85361 0.31373
H 0.89520 -0.36031 1.82843
H 1.90445 2.44593 -0.87354
H 0.94424 1.26587 -1.48220
H 0.28572 3.46911 0.86808
H -0.88804 2.40783 1.79886
*
```

The following is a quantum chemistry calculation of an isolated molecule of C6H7ClO at a distorted geometry, from OMol25.

Properties
molar mass = 130.57 g/mol
LUMO energy = 0.9031 eV
relative energy (zero: lowest compared OMol25 entry of this formula, charge and spin) = 1.443 eV
E_HOMO = -8.7 eV
SMILES string = ClCC1C=COC=C1
total energy = -20904.09001 eV

ORCA input file:
```
! RIJCOSX wB97M-V def2-TZVPD def2/J DEFGRID3
* xyz 0 1
C -0.06077 -0.88068 1.60090
C -0.22539 0.50093 0.98789
C -1.33574 0.57058 -0.03299
C -1.18339 1.09617 -1.23751
C 1.10859 1.38763 -0.95412
C 1.03235 0.92522 0.29046
H 0.79518 -0.99076 2.32903
H -0.97423 -1.13124 2.12339
H -0.37532 1.16069 1.84226
H -2.33324 0.20506 0.21376
H -1.98114 1.16127 -1.97140
H 2.06711 1.51610 -1.56848
H 1.98579 0.78351 0.81730
O 0.00716 1.54268 -1.80842
Cl 0.27910 -2.15559 0.39728
*
```

The following is a quantum chemistry calculation of a structure of composition C34H38BiN7O3PS, from OMol25.

Properties
molar mass = 864.75 g/mol
LUMO energy = -8.2133 eV
relative energy (zero: lowest compared OMol25 entry of this formula, charge and spin) = 0.416 eV
E_HOMO = -15.0 eV
total energy = -78391.01923 eV

ORCA input file:
```
! RIJCOSX wB97M-V def2-TZVPD def2/J DEFGRID3
* xyz 3 1
Bi -0.47250 0.50779 0.35245
C -2.71497 0.19093 2.86634
C -1.67249 -0.10375 3.93792
C -0.36005 -0.78951 3.63208
C 0.09072 -1.73944 4.53899
C 1.38774 -2.21758 4.46362
C 2.22191 -1.73408 3.46938
C 1.69464 -0.84641 2.56013
N 0.43101 -0.38135 2.61190
N -2.39453 1.25749 1.88096
C -3.56345 1.46503 1.00839
C -3.81053 0.29611 0.08318
C -5.08967 0.01553 -0.36713
C -5.28642 -1.06281 -1.21296
C -4.19765 -1.84755 -1.56872
C -2.95263 -1.50510 -1.08462
N -2.75288 -0.44272 -0.28562
C -1.99334 2.52316 2.51815
C -1.51857 3.53912 1.50483
C -1.82583 4.87983 1.63856
C -1.31619 5.78707 0.72073
C -0.51089 5.32434 -0.30852
C -0.25154 3.97041 -0.38546
N -0.74776 3.08649 0.49875
H -3.62861 0.47760 3.39851
H -2.94526 -0.71784 2.30794
H -2.18884 -0.72110 4.67172
H -1.42126 0.81318 4.47842
H -0.56633 -2.07554 5.33116
H 1.74380 -2.94596 5.18132
H 3.25319 -2.05070 3.39484
H 2.30798 -0.48371 1.74492
H -3.40717 2.36695 0.41243
H -4.46073 1.63767 1.61145
H -5.92171 0.62985 -0.04592
H -6.27951 -1.29941 -1.57473
H -4.31396 -2.71901 -2.19891
H -2.08189 -2.10571 -1.31781
H -1.16259 2.31910 3.19522
H -2.80695 2.94382 3.11728
H -2.45264 5.21410 2.45573
H -1.54535 6.84110 0.80793
H -0.08833 6.00052 -1.03936
H 0.39082 3.56929 -1.16127
N 0.94206 -2.83239 -2.54937
C 1.34762 -4.05157 -1.93159
C 1.90841 -5.04838 -2.70507
C 2.30845 -6.24074 -2.11227
C 2.15286 -6.42404 -0.74937
C 1.59301 -5.41476 0.02894
C 1.18818 -4.23892 -0.57006
S 0.41750 -2.98919 0.42683
N 0.33312 -1.64340 -0.63249
C 0.52508 -1.73124 -1.91407
C 0.19867 -0.54012 -2.76781
C 0.43254 -0.50096 -4.13249
C -0.02675 0.57805 -4.87552
C -0.71276 1.59440 -4.23772
C -0.86181 1.51419 -2.86587
N -0.40734 0.48488 -2.14679
H 1.05465 -2.80504 -3.54705
H 2.03760 -4.90384 -3.77388
H 2.74367 -7.02039 -2.72236
H 2.46325 -7.34899 -0.28278
H 1.46651 -5.55592 1.09649
H 0.97889 -1.27942 -4.64472
H 0.14575 0.61324 -5.94340
H -1.10931 2.43885 -4.78408
H -1.35683 2.30725 -2.31618
C 3.12259 2.64805 1.56721
O 3.43849 1.61007 0.61334
P 2.37387 1.14891 -0.48486
O 3.17092 -0.01914 -1.20607
C 4.05602 -0.98559 -0.58847
O 2.31945 2.27179 -1.60178
C 3.52063 2.76762 -2.26635
H 4.06291 2.98243 1.99172
H 2.48963 2.25019 2.36294
H 2.62732 3.49183 1.08242
H 4.76053 -1.29488 -1.35340
H 3.47653 -1.84697 -0.25297
H 4.59616 -0.53785 0.24166
H 3.25514 3.71842 -2.71474
H 3.82383 2.06207 -3.03473
H 4.32408 2.90428 -1.54741
*
```